The following is a DFT calculation (wB97M-V/def2-TZVPD) of a cluster of 2 separate species, C4H11NO2 in total.

Values from the calculation:
- ΔE to the lowest compared entry with this formula, charge and spin (kJ/mol) = 127.61
- SMILES = CCC(=O)NC.O
- total energy (eV) = -9910.9193
- HOMO level (eV) = -9.38
- HOMO-LUMO gap (eV) = 10.2893

Each line ends with the Löwdin charge.
Cartesian coordinates (Å):
C  1.3723  -0.0340  -0.8662  -0.126
C  0.5492  -0.5081  0.3121  -0.176
C  -0.8363  -0.9774  -0.0172  -0.486
O  -1.8794  -0.7041  0.5582  0.073
N  -0.8781  -1.6629  -1.2217  -0.042
C  -2.0273  -2.4929  -1.6387  -0.070
H  2.3417  0.4539  -0.6910  0.076
H  0.8524  0.6423  -1.5644  0.075
H  1.6616  -0.9376  -1.4734  0.086
H  1.1079  -1.3994  0.6470  0.124
H  0.5761  0.1702  1.1720  0.118
H  -0.7349  -0.9871  -1.9660  0.113
H  -2.0304  -2.3264  -2.6955  0.071
H  -1.8367  -3.5420  -1.3416  0.086
H  -2.9292  -2.1504  -1.1151  0.077
O  1.7033  5.2934  3.6406  -0.069
H  1.5912  6.2468  3.7872  0.038
H  1.3968  4.9158  4.4736  0.031

The following is a DFT calculation (wB97M-V/def2-TZVPD) of an isolated molecule of C4H5NO2.

Values from the calculation:
- ΔE to the lowest compared entry with this formula, charge and spin (kJ/mol) = 512.63
- total energy (eV) = -9809.0018
- HOMO level (eV) = -9.70
- HOMO-LUMO gap (eV) = 10.4884

Each line ends with the Löwdin charge.
Cartesian coordinates (Å):
C  -1.9328  0.3486  0.1831  -0.042
C  -0.5413  -0.1943  -0.0194  -0.132
C  -0.0557  -1.3231  -0.5025  -0.020
O  1.3601  -1.0965  -0.3778  0.059
C  0.9916  0.1074  0.1464  -0.427
O  2.9136  0.6629  0.4737  -0.097
N  1.3678  1.1675  0.6544  0.226
H  -2.1498  0.5450  1.2393  0.079
H  -2.0912  1.2858  -0.3622  0.078
H  -2.6792  -0.3751  -0.1790  0.082
H  -0.3826  -2.2523  -0.9228  0.125
H  3.1995  1.1242  -0.3330  0.070

The following is a DFT calculation (wB97M-V/def2-TZVPD) of a cluster of 2 separate species, CH3O3S2 in total.

Values from the calculation:
- ΔE to the lowest compared entry with this formula, charge and spin (kJ/mol) = 281.73
- net charge = -1
- total energy (eV) = -28897.4780
- HOMO level (alpha / beta) (eV) = -2.94 / -2.94
- HOMO-LUMO gap (alpha / beta) (eV) = 6.1687 / 6.1769

Each line ends with the Löwdin charge.
Cartesian coordinates (Å):
C  0.1265  1.0330  -0.2436  -0.639
O  -1.9055  -1.9482  1.0625  -0.526
O  -2.7886  -0.5797  -0.7012  -0.529
O  2.7311  0.1205  -0.0816  -0.529
S  0.9058  -0.3374  0.0913  0.639
S  -2.1260  -0.5655  0.6294  0.741
H  -0.3321  1.5055  0.5954  -0.057
H  0.1338  1.4279  -1.2380  -0.019
H  3.2549  -0.6561  -0.1140  -0.081

The following is a DFT calculation (wB97M-V/def2-TZVPD) of an isolated molecule of C20H24FN5.

Values from the calculation:
- ΔE to the lowest compared entry with this formula, charge and spin (kJ/mol) = 65.62
- SMILES = CN(C)CCCNc1c2c(nc3cc(-c4cccc(F)c4)nn13)CCC2
- total energy (eV) = -31297.7006
- HOMO level (eV) = -7.83
- HOMO-LUMO gap (eV) = 8.4516

Each line ends with the Löwdin charge.
Cartesian coordinates (Å):
C  -2.3253  -3.4406  2.9044  -0.105
N  -2.4058  -4.2545  1.7084  -0.286
C  -3.7838  -4.5867  1.4091  -0.114
C  -1.7470  -3.6282  0.5738  -0.229
C  -0.2247  -3.7588  0.6634  -0.166
C  0.4681  -3.1782  -0.5644  -0.193
N  0.2826  -1.7458  -0.5990  0.077
C  0.9313  -0.8698  -1.4003  -0.161
C  1.6192  -1.0624  -2.5811  -0.090
C  2.1793  0.0607  -3.2292  -0.248
N  2.1008  1.2996  -2.8226  0.172
C  1.4208  1.4901  -1.6874  -0.252
C  1.1192  2.6215  -0.9438  0.050
C  0.3854  2.1613  0.1588  -0.236
C  -0.1785  2.9313  1.2560  -0.159
C  0.0022  4.3109  1.3488  -0.033
C  -0.5426  5.0232  2.4008  -0.075
C  -1.2784  4.3814  3.3829  -0.016
C  -1.4506  3.0126  3.2800  -0.267
F  -2.1673  2.3710  4.2321  0.051
C  -0.9181  2.2791  2.2420  0.045
N  0.2316  0.8306  0.1170  0.123
N  0.8516  0.4325  -0.9911  -0.005
C  2.9036  -0.3667  -4.4685  -0.113
C  2.3476  -1.7697  -4.7375  -0.172
C  1.9235  -2.3112  -3.3615  -0.141
H  -2.8126  -2.4601  2.7817  0.090
H  -1.2839  -3.2811  3.1742  0.074
H  -2.8100  -3.9674  3.7243  0.083
H  -3.8149  -5.2639  0.5568  0.081
H  -4.3977  -3.7016  1.1797  0.089
H  -4.2188  -5.0948  2.2682  0.081
H  -2.0780  -4.1444  -0.3312  0.120
H  -2.0313  -2.5659  0.4748  0.122
H  0.0253  -4.8161  0.7536  0.121
H  0.1502  -3.2507  1.5527  0.106
H  0.0411  -3.6215  -1.4697  0.115
H  1.5374  -3.4247  -0.5343  0.126
H  -0.0482  -1.3057  0.2517  0.116
H  1.3982  3.6237  -1.1868  0.101
H  0.5729  4.8278  0.5940  0.104
H  -0.3949  6.0912  2.4599  0.105
H  -1.7112  4.9197  4.2110  0.115
H  -1.0679  1.2137  2.1861  0.114
H  2.7441  0.3266  -5.2919  0.117
H  3.9758  -0.3977  -4.2593  0.123
H  3.0727  -2.4176  -5.2271  0.107
H  1.4701  -1.6933  -5.3814  0.113
H  1.0703  -2.9828  -3.4411  0.104
H  2.7474  -2.8595  -2.8952  0.117

The following is a DFT calculation (wB97M-V/def2-TZVPD) of an isolated molecule of C17H18F6N4O4S.

Values from the calculation:
- SMILES = CCCC(=O)NC(Nc1ccc(S(=O)(=O)Nc2cc(C)on2)cc1)(C(F)(F)F)C(F)(F)F
- total energy (eV) = -59211.8180
- HOMO level (eV) = -9.38
- HOMO-LUMO gap (eV) = 9.7475

Each line ends with the Löwdin charge.
Cartesian coordinates (Å):
C  1.3330  2.0138  -2.2240  -0.089
C  2.5964  2.1620  -1.3855  -0.224
C  3.6373  1.0618  -1.6598  -0.103
C  3.1625  -0.2429  -1.0783  -0.463
O  3.3176  -0.5738  0.0709  0.088
N  2.4674  -1.0304  -1.9689  0.172
C  1.7967  -2.2568  -1.5700  -0.242
N  1.0220  -2.1532  -0.3626  0.125
C  0.1739  -1.0355  -0.1613  -0.221
C  -0.9588  -0.8275  -0.9454  0.001
C  -1.7415  0.2949  -0.7394  -0.040
C  -1.4073  1.1886  0.2582  -0.289
S  -2.4024  2.6568  0.4774  0.659
O  -2.6669  3.2569  -0.7923  -0.278
O  -1.8387  3.4503  1.5226  -0.273
N  -3.8790  2.0389  0.9987  -0.024
C  -3.8914  1.1645  2.0557  -0.396
C  -3.0684  1.2311  3.2120  0.039
C  -3.4757  0.1620  3.9551  -0.308
C  -3.0452  -0.3571  5.2751  0.002
O  -4.4507  -0.4890  3.2994  0.005
N  -4.7000  0.1332  2.1162  0.109
C  -0.3278  0.9602  1.0882  -0.045
C  0.4622  -0.1539  0.8809  0.002
C  2.8586  -3.3866  -1.3466  -0.566
F  3.8543  -3.2792  -2.2271  0.170
F  2.3221  -4.6003  -1.4871  0.174
F  3.3999  -3.3494  -0.1340  0.173
C  0.9344  -2.7084  -2.7851  -0.570
F  1.6803  -3.3033  -3.7201  0.173
F  0.3624  -1.6630  -3.3993  0.148
F  -0.0321  -3.5477  -2.4427  0.184
H  0.6382  2.8184  -1.9960  0.078
H  1.5687  2.0585  -3.2855  0.079
H  0.8257  1.0744  -2.0183  0.047
H  3.0572  3.1267  -1.6029  0.109
H  2.3375  2.1456  -0.3254  0.108
H  4.5692  1.3234  -1.1577  0.125
H  3.8195  0.9741  -2.7309  0.118
H  2.3702  -0.7150  -2.9219  0.147
H  1.6397  -2.2380  0.4421  0.129
H  -1.2450  -1.5367  -1.7021  0.109
H  -2.6011  0.4879  -1.3604  0.123
H  -4.5356  1.8243  0.2644  0.129
H  -2.3339  1.9745  3.4294  0.106
H  -2.2724  0.2835  5.6877  0.087
H  -3.8929  -0.3892  5.9572  0.090
H  -2.6611  -1.3706  5.1716  0.090
H  -0.1068  1.6729  1.8662  0.116
H  1.3277  -0.3312  1.5017  0.118

The following is a DFT calculation (wB97M-V/def2-TZVPD) of a cluster of 2 separate species, S2 in total.

Values from the calculation:
- ΔE to the lowest compared entry with this formula, charge and spin (kJ/mol) = 869.80
- spin multiplicity = 2
- net charge = +1
- total energy (eV) = -21651.4047
- HOMO level (alpha / beta) (eV) = -16.28 / -15.50
- HOMO-LUMO gap (alpha / beta) (eV) = 4.3602 / 3.8531

Each line ends with the Löwdin charge.
Cartesian coordinates (Å):
S  0.0000  0.0000  1.6938  0.500
S  0.0000  0.0000  -1.6938  0.500

The following is a DFT calculation (wB97M-V/def2-TZVPD) of a cluster of 2 separate species, C8H10F6O4 in total.

Values from the calculation:
- ΔE to the lowest compared entry with this formula, charge and spin (kJ/mol) = 222.87
- SMILES = CCOC(=O)C(F)(F)F.CCOC(=O)C(F)(F)F
- total energy (eV) = -32951.4446
- HOMO level (eV) = -10.99
- HOMO-LUMO gap (eV) = 11.7322

Each line ends with the Löwdin charge.
Cartesian coordinates (Å):
C  2.2140  0.4247  3.1131  0.006
C  3.2999  -0.2592  2.1562  -0.188
O  2.6890  -1.0630  1.2383  0.014
C  2.0503  -0.5771  0.1769  -0.394
O  2.0624  0.5509  -0.1475  0.192
C  1.4144  -1.7627  -0.6144  -0.565
F  2.2997  -2.6031  -1.0597  0.222
F  0.5377  -2.3846  0.1686  0.169
F  0.6345  -1.2331  -1.5746  0.150
H  1.7057  -0.2979  3.7691  0.088
H  1.3381  0.5905  2.4864  0.064
H  2.5198  1.3253  3.4858  0.039
H  4.0037  -0.9054  2.7169  0.137
H  3.9633  0.1980  1.6001  0.070
C  -1.4047  2.6861  -1.3375  -0.107
C  -2.0029  1.6608  -0.4343  -0.206
O  -2.6236  0.5893  -1.2621  -0.006
C  -2.4924  -0.7122  -0.9267  -0.385
O  -2.0820  -1.0906  0.1141  0.160
C  -3.0295  -1.6574  -2.1175  -0.464
F  -2.9852  -0.9203  -3.2181  0.173
F  -2.2818  -2.8674  -2.1844  0.095
F  -4.2856  -1.9408  -1.7984  0.173
H  -0.8311  3.5023  -0.6930  0.119
H  -2.1544  3.3447  -1.9307  0.090
H  -0.7654  2.2095  -2.1933  0.115
H  -2.6590  1.9462  0.4664  0.158
H  -1.1350  1.2465  0.0002  0.079

> The lowest total energy belongs to which entry?

C17H18F6N4O4S

What did the seventh record say?
The following is a DFT calculation (wB97M-V/def2-TZVPD) of a cluster of 2 separate species, C8H10F6O4 in total.

Values from the calculation:
- ΔE to the lowest compared entry with this formula, charge and spin (kJ/mol) = 222.87
- SMILES = CCOC(=O)C(F)(F)F.CCOC(=O)C(F)(F)F
- total energy (eV) = -32951.4446
- HOMO level (eV) = -10.99
- HOMO-LUMO gap (eV) = 11.7322

Each line ends with the Löwdin charge.
Cartesian coordinates (Å):
C  2.2140  0.4247  3.1131  0.006
C  3.2999  -0.2592  2.1562  -0.188
O  2.6890  -1.0630  1.2383  0.014
C  2.0503  -0.5771  0.1769  -0.394
O  2.0624  0.5509  -0.1475  0.192
C  1.4144  -1.7627  -0.6144  -0.565
F  2.2997  -2.6031  -1.0597  0.222
F  0.5377  -2.3846  0.1686  0.169
F  0.6345  -1.2331  -1.5746  0.150
H  1.7057  -0.2979  3.7691  0.088
H  1.3381  0.5905  2.4864  0.064
H  2.5198  1.3253  3.4858  0.039
H  4.0037  -0.9054  2.7169  0.137
H  3.9633  0.1980  1.6001  0.070
C  -1.4047  2.6861  -1.3375  -0.107
C  -2.0029  1.6608  -0.4343  -0.206
O  -2.6236  0.5893  -1.2621  -0.006
C  -2.4924  -0.7122  -0.9267  -0.385
O  -2.0820  -1.0906  0.1141  0.160
C  -3.0295  -1.6574  -2.1175  -0.464
F  -2.9852  -0.9203  -3.2181  0.173
F  -2.2818  -2.8674  -2.1844  0.095
F  -4.2856  -1.9408  -1.7984  0.173
H  -0.8311  3.5023  -0.6930  0.119
H  -2.1544  3.3447  -1.9307  0.090
H  -0.7654  2.2095  -2.1933  0.115
H  -2.6590  1.9462  0.4664  0.158
H  -1.1350  1.2465  0.0002  0.079

> Which of these has the highest total energy?

C4H5NO2